(1)
Below is a cluster of 27 separate species, C27H108N54O27 in total, with properties calculated with ωB97M-V/def2-TZVPD.

Charge ... 0
Frontier orbital gap ... 7.4316 eV
LUMO energy ... -1.44 eV
Spin multiplicity ... 1

XYZ file:
```
216
C27H108N54O27, DFT ωB97M-V/def2-TZVPD
C 3.23622 1.16149 1.93960
O 3.05975 1.28940 0.76722
N 4.27968 0.80660 2.58332
N 2.31983 1.38720 2.80127
H 5.09185 0.37595 2.16495
H 4.29742 0.62342 3.57641
H 1.37936 1.49305 2.44854
H 2.59607 1.61537 3.74558
C -5.53072 0.42468 4.11196
O -5.85204 1.24268 4.97169
N -4.49538 -0.40035 4.08064
N -6.10725 0.45165 2.98370
H -4.55814 -1.12721 3.38220
H -3.94718 -0.23318 4.91229
H -6.02326 -0.43883 2.51456
H -6.83615 1.08779 2.69364
C -3.61480 -5.69339 0.27494
O -3.37208 -4.58614 -0.22867
N -3.17719 -6.85642 -0.07807
N -4.47648 -5.96992 1.21609
H -2.30616 -6.98222 -0.57365
H -3.53519 -7.62191 0.47506
H -4.83779 -5.21805 1.78551
H -4.67552 -6.87613 1.61517
C -5.19885 0.61555 -0.81141
O -5.33728 1.64856 -1.50766
N -4.06793 0.33065 -0.24976
N -6.14013 -0.23718 -0.57454
H -4.08409 -0.39217 0.45548
H -3.42307 1.09971 -0.13661
H -6.08448 -0.82384 0.24573
H -7.05790 -0.22283 -0.99596
C -2.88789 3.22851 1.53578
O -1.77129 3.41114 1.87954
N -3.35156 3.85573 0.51663
N -3.91046 2.58120 2.06123
H -4.30245 4.00129 0.20888
H -2.61581 4.42409 0.12199
H -4.77520 2.59198 1.53950
H -3.66298 2.10815 2.91860
C -5.96496 -3.02997 2.46810
O -5.87061 -1.96724 1.85369
N -5.00619 -3.71874 2.97881
N -7.17254 -3.57629 2.62684
H -5.05454 -4.54553 3.55689
H -4.05642 -3.38218 2.90980
H -7.41468 -4.36511 3.20928
H -7.82595 -2.88927 2.27877
C -1.90150 -5.74158 -4.23296
O -1.51131 -6.81333 -4.64221
N -2.21867 -4.77737 -5.04007
N -2.10477 -5.40071 -3.00293
H -2.42576 -3.93387 -4.52458
H -2.08450 -4.83204 -6.03963
H -1.62401 -6.04749 -2.39412
H -2.19350 -4.45685 -2.65454
C 2.64590 -2.57906 5.74443
O 3.49211 -2.83645 6.60699
N 2.67992 -1.46835 4.98147
N 1.70060 -3.40787 5.48906
H 3.49094 -0.86930 5.04048
H 2.19378 -1.32150 4.10843
H 0.79713 -3.03525 5.23411
H 1.72247 -4.12182 6.20313
C 0.62779 -4.56761 -1.14210
O 1.61220 -5.11422 -0.66183
N -0.48436 -4.35460 -0.47095
N 0.46814 -3.90410 -2.29733
H -1.16677 -3.78649 -0.95226
H -0.55940 -4.80659 0.42915
H -0.34521 -3.35523 -2.53673
H 1.20677 -3.83922 -2.98312
C 1.17778 4.89824 2.08966
O 2.21781 5.44623 1.92771
N 0.70817 4.17739 1.21623
N 0.41845 4.93816 3.16294
H -0.25319 3.88566 1.32004
H 0.99615 4.17508 0.24816
H 0.84373 5.57422 3.82222
H -0.33850 4.32256 3.42405
C -0.51444 0.12288 -5.35163
O 0.34073 0.77981 -4.78239
N -1.20755 0.62974 -6.34748
N -0.71283 -1.17487 -5.24735
H -1.07511 1.62917 -6.40822
H -1.80971 0.08267 -6.94600
H -0.20858 -1.79390 -4.62877
H -1.35106 -1.45746 -5.97734
C 2.97906 3.54508 -1.91551
O 1.96338 3.95185 -1.43070
N 3.39544 2.32362 -1.83150
N 3.75484 4.35538 -2.52203
H 4.36462 2.20213 -2.08847
H 2.70853 1.69722 -1.43668
H 3.46092 5.31069 -2.66723
H 4.64558 4.08724 -2.91546
C 3.64435 -3.44689 1.52407
O 4.39177 -4.39139 1.33067
N 3.99443 -2.19311 1.50791
N 2.37838 -3.56300 1.77859
H 4.97851 -2.16436 1.28241
H 3.49629 -1.41068 1.90762
H 1.97896 -4.47391 1.60305
H 1.87757 -2.69225 1.67330
C -7.39390 -3.46337 -1.38408
O -7.72786 -2.33134 -1.65292
N -7.97348 -4.50026 -1.86453
N -6.35572 -3.73702 -0.69627
H -7.68511 -5.44300 -1.64504
H -8.62344 -4.32371 -2.61718
H -6.08344 -4.69726 -0.54167
H -5.86012 -3.03689 -0.16308
C -3.11303 -2.08590 -2.72171
O -1.98067 -2.61914 -2.62051
N -4.15197 -2.47755 -2.04091
N -3.26502 -0.92428 -3.19354
H -4.04014 -3.21317 -1.35794
H -5.04095 -2.00942 -2.14417
H -4.06409 -0.33635 -3.00401
H -2.44214 -0.56382 -3.65510
C -1.54611 -4.12696 2.99377
O -2.16852 -3.15530 2.52979
N -2.08041 -5.22043 3.40365
N -0.19112 -4.19341 3.07340
H -1.33157 -5.73284 3.84725
H -3.06793 -5.22832 3.61541
H 0.31463 -3.42238 2.66129
H 0.23439 -5.02525 3.45692
C 1.81230 2.59870 6.47384
O 2.80431 3.09696 6.85463
N 1.55664 1.33376 6.40178
N 0.76191 3.31618 6.10609
H 2.41749 0.80688 6.43963
H 0.84622 1.09125 5.72607
H 0.88047 4.31267 5.99186
H -0.07448 2.76306 5.98518
C -1.39044 6.52307 -1.71319
O -1.80483 6.29335 -2.84766
N -2.10272 7.05712 -0.77109
N -0.25756 6.05449 -1.23482
H -1.94517 7.00792 0.22534
H -3.08779 7.13850 -0.97873
H -0.33250 5.87556 -0.24362
H 0.29891 5.44164 -1.81349
C -1.23385 0.08645 4.30577
O -0.94779 0.95261 5.10127
N -1.75675 0.31421 3.10265
N -0.99581 -1.20338 4.45161
H -1.45376 -0.27933 2.34370
H -1.90545 1.29084 2.89244
H -0.51215 -1.41835 5.31182
H -1.40564 -1.84871 3.79155
C -1.96883 2.48718 -2.40332
O -1.81864 1.54060 -1.67218
N -1.01410 3.10836 -2.96983
N -3.09097 2.98503 -2.82983
H -1.06344 3.83066 -3.67407
H -0.10789 2.93064 -2.56080
H -3.94764 2.49546 -2.61408
H -3.04123 3.77310 -3.45957
C 6.34814 0.04010 -4.56309
O 6.90989 0.43930 -5.54711
N 6.07477 0.62069 -3.45968
N 6.06714 -1.23549 -4.37627
H 6.37522 1.57491 -3.32080
H 5.59172 0.06900 -2.76513
H 6.37800 -1.87154 -5.09662
H 5.56929 -1.58824 -3.57140
C 2.79104 -1.65575 -3.97957
O 3.14593 -2.79737 -3.78404
N 2.22284 -0.97762 -2.98782
N 2.73633 -0.98738 -5.12492
H 2.40425 -1.13838 -2.00733
H 1.87977 -0.07196 -3.27449
H 2.05377 -0.24554 -5.18732
H 3.08247 -1.37502 -5.99095
C 0.29972 4.14710 -5.95110
O -0.87624 3.79390 -5.92748
N 0.67491 5.25188 -6.46690
N 1.28314 3.49760 -5.37142
H -0.04340 5.82708 -6.88317
H 1.64732 5.30601 -6.73447
H 1.12196 2.57177 -5.00137
H 2.23059 3.75652 -5.60680
C 7.45770 -0.54900 -0.39384
O 7.57348 -1.28856 -1.32853
N 8.39842 0.23704 0.06602
N 6.27301 -0.30943 0.20443
H 8.31223 1.03476 0.67948
H 9.17674 0.21224 -0.57717
H 5.48663 -0.58610 -0.36580
H 6.26017 -0.03066 1.17511
C 6.75933 3.52400 -1.26476
O 6.41337 3.32530 -2.37254
N 7.43048 4.57936 -0.81913
N 6.40052 2.74828 -0.27880
H 7.62815 5.34572 -1.44660
H 7.82004 4.65664 0.10951
H 6.00463 1.88928 -0.63305
H 6.55888 2.99464 0.68780
C 5.31398 4.70446 3.40124
O 6.13142 4.34515 4.23109
N 4.77961 3.91734 2.48013
N 4.77054 5.91075 3.42253
H 4.07164 4.35707 1.90959
H 5.02774 2.94237 2.56945
H 4.21509 6.27175 2.66013
H 5.22354 6.63668 3.95909
C 0.12097 -0.82357 0.42203
O 0.80380 -1.24711 1.31942
N -1.01688 -1.21192 -0.02644
N 0.54346 0.22096 -0.30519
H -1.38454 -2.07027 0.35846
H -1.38733 -0.69644 -0.81204
H 1.42986 0.66926 -0.12238
H -0.18709 0.74483 -0.76559
```

=====

(2)
Below is a structure of composition C20H47ClMnOP2, with properties calculated with ωB97M-V/def2-TZVPD.

Charge ... -1
Frontier orbital gap (alpha / beta) ... 2.4759 / 4.1780 eV
LUMO energy (alpha / beta) ... 2.90 / 2.84 eV
Spin multiplicity ... 5
Expectation value of S² ... 6.363

XYZ file:
```
72
C20H47ClMnOP2, DFT ωB97M-V/def2-TZVPD
Mn -1.25388 -1.06210 -0.10462
Cl -0.30431 0.10976 -1.83189
P -0.28201 -3.19230 -0.28361
C 0.79554 -3.69082 -1.66322
C -0.00416 -4.04408 1.31234
C -2.04077 -2.88470 -0.96371
C 2.08876 -2.86810 -1.66258
H 0.21281 -3.44262 -2.56364
C 1.04088 -5.19900 -1.65092
H 1.60250 -5.50694 -0.75592
H 1.63290 -5.48395 -2.53366
H 0.10231 -5.77170 -1.69516
H 1.87422 -1.81391 -1.87517
H 2.77926 -3.23494 -2.43103
H 2.61216 -2.92489 -0.69914
H -1.91624 -2.32346 -1.91589
C -3.14687 -2.23515 -0.06638
C -2.58554 -4.26477 -1.37525
H -2.04978 -4.67458 -2.23898
H -3.63743 -4.12880 -1.66504
H -2.54948 -4.97748 -0.53803
H -2.99213 -1.23497 0.41563
H -3.43662 -2.92396 0.73832
H -4.03064 -2.08041 -0.70432
C 1.39473 -3.66973 1.81749
H -0.04802 -5.12713 1.08889
C -1.07049 -3.70548 2.35699
H 2.18377 -4.02151 1.14310
H 1.57121 -4.13475 2.79649
H 1.48784 -2.57867 1.94310
H -1.07523 -2.62668 2.58774
H -0.83136 -4.23667 3.28940
H -2.07695 -4.01532 2.05074
H 0.33621 -1.89772 0.05132
H -0.74635 0.81206 1.13324
P 0.40929 3.19908 -0.20248
C -0.82198 3.76084 -1.44974
C 0.36230 4.09400 1.39195
C 2.03740 3.02753 -1.01779
C -2.17484 3.02201 -1.31241
H -0.37204 3.48510 -2.42614
C -0.97544 5.28318 -1.40698
H -1.41950 5.60944 -0.45653
H -1.64354 5.58782 -2.22423
H -0.01948 5.80458 -1.54664
H -2.07014 1.97642 -1.62357
H -2.92075 3.50039 -1.96063
H -2.55164 3.03994 -0.28070
H 1.81430 2.51398 -1.97568
C 3.00555 2.12125 -0.22046
C 2.57421 4.42884 -1.33665
H 1.99825 4.91201 -2.13725
H 3.61505 4.35418 -1.68154
H 2.54348 5.09343 -0.45950
H 2.48166 1.34914 0.36522
H 3.64141 2.71464 0.45302
H 3.66093 1.59605 -0.93132
C -1.01991 3.91722 2.04390
H 0.52289 5.14563 1.11422
C 1.48422 3.62060 2.32635
H -1.82888 4.35612 1.44758
H -1.02622 4.39420 3.03055
H -1.24764 2.85339 2.20896
H 1.45217 2.53049 2.45378
H 1.34788 4.06632 3.31857
H 2.48002 3.89989 1.96289
C -0.87392 0.06236 3.21925
C -0.18376 0.17800 1.90899
O 0.98523 -0.19412 1.70697
H -1.89431 -0.34104 3.09979
H -0.98971 1.02724 3.73923
H -0.29382 -0.60616 3.86969
```

=====

(3)
Below is a structure of composition C54H44CrF3N5O5P2S2, with properties calculated with ωB97M-V/def2-TZVPD.

Charge ... +1
Frontier orbital gap (alpha / beta) ... 6.0146 / 6.9234 eV
LUMO energy (alpha / beta) ... -4.02 / -3.17 eV
Spin multiplicity ... 4
Expectation value of S² ... 4.083

XYZ file:
```
116
C54H44CrF3N5O5P2S2, DFT ωB97M-V/def2-TZVPD
Cr -0.04296 -0.49530 -0.17288
O 2.16458 1.41444 1.05256
S 0.64616 1.08304 1.53530
C 2.86485 0.31822 0.29864
C 4.12255 0.77863 -0.41299
C 5.23950 -0.10887 -0.18422
C 5.05037 -2.28504 0.35009
C 3.76534 -2.95053 0.54031
C 2.85982 -2.11534 1.09468
P 1.00832 -2.32095 1.24348
C 0.81475 -2.14065 3.03233
C 1.76109 -2.67900 3.89993
C 1.54120 -2.80179 5.26527
C 0.30861 -2.29594 5.73277
C -0.59872 -1.62491 4.92014
C -0.26849 -1.48074 3.55538
C 0.85764 -4.11101 0.82835
C 0.84781 -4.53792 -0.46618
C 0.63658 -5.92515 -0.79397
C 0.55558 -6.88234 0.23686
C 0.65337 -6.46282 1.58095
C 0.73465 -5.08852 1.86749
C -0.34399 2.42825 0.62926
C 0.26999 3.79607 1.01040
C -0.62111 4.89746 0.62864
C -1.94165 4.70671 0.68388
C -2.51718 3.45170 1.13424
C -1.75181 2.32585 1.12162
P -2.51851 0.71259 1.48105
C -4.28195 0.79468 1.65121
C -5.19612 1.20635 0.71323
C -6.58565 1.09576 0.95652
C -7.06931 0.79233 2.21143
C -6.12495 0.47444 3.16853
C -4.74780 0.41510 2.97243
C -1.62193 -1.45506 0.48882
C -2.19065 -2.56822 0.96194
C -3.62526 -2.92331 1.08875
C -4.34515 -3.04938 -0.07475
C -3.76347 -2.75071 -1.39393
C -3.15704 -1.62695 -1.77172
H 4.11019 1.47405 -1.21069
H 6.24062 0.30823 -0.37747
H 5.94247 -2.91692 0.34489
H 3.51773 -3.92511 0.10587
H 2.75220 -2.92752 3.47492
H 2.24493 -3.26745 5.99696
H 0.16365 -2.25870 6.80992
H -1.43140 -1.18434 5.34318
H -1.00245 -0.95941 2.96679
H 0.66539 -3.83308 -1.25555
H 0.71176 -6.06974 -1.88462
H 0.64376 -7.92876 0.07495
H 0.56482 -7.20604 2.36432
H 0.91997 -4.72508 2.84101
H 1.33754 4.42218 2.52752
H -0.27853 5.85552 0.53266
H -2.58818 5.56110 0.55734
H -3.53121 3.31536 1.34952
H -4.85933 1.64069 -0.20062
H -7.27770 1.48415 0.19097
H -8.09126 0.82986 2.42460
H -6.45989 0.18175 4.14501
H -4.10470 -0.02210 3.73306
H -1.54490 -3.28911 1.38297
H -3.80207 -3.41530 2.07017
H -5.32598 -3.57675 -0.05394
H -3.77650 -3.54045 -2.10395
H -2.77363 -1.61920 -2.80614
N 1.22159 6.81676 -4.92232
C 1.42781 6.17087 -3.74981
C 1.47285 6.89151 -2.46950
C 1.60402 6.23858 -1.27351
C 1.66029 4.85910 -1.22833
C 1.64866 4.12901 -2.41289
C 1.47000 4.81017 -3.67860
S 2.04332 3.99019 0.24574
O 2.56665 4.95653 1.25737
O 0.52592 3.87775 2.39729
N -0.25952 2.03203 -0.79333
C -1.14086 2.32355 -1.58492
N -2.13853 -0.18912 0.03039
C -3.22897 -0.34080 -1.05030
C -3.53187 0.71629 -2.01728
C -3.08276 1.73610 -2.73329
N -1.94526 2.59660 -2.43720
H 0.76319 7.66510 -4.97287
H 1.01217 6.11065 -5.67565
H 1.31250 7.95265 -2.48022
H 1.75327 6.77800 -0.35082
H 1.64278 3.08887 -2.47029
H 1.30948 4.26797 -4.61855
H -4.13707 -0.45043 -0.40533
H -4.47189 0.36200 -2.50378
H -3.70953 2.12633 -3.59351
F 6.22871 -0.63358 -2.95465
C 6.19159 -1.56241 -1.90393
F 6.10898 -2.70925 -2.55696
F 7.35576 -1.50756 -1.31334
C 4.99651 -1.41688 -0.99677
C 3.76431 -1.51245 -1.85731
C 2.51770 -1.06927 -1.61025
N 1.89388 -0.27717 -0.62615
C 3.45107 -0.78334 1.39677
C 5.00807 -0.93062 1.15846
H 3.83541 -2.13375 -2.70966
H 1.68866 -1.22526 -2.28085
H 3.34380 -0.34985 2.38514
H 5.63006 -0.62417 1.97196
C -0.63691 -0.38748 -4.36404
C -0.44531 -1.21548 -3.09472
O -0.28270 -2.45558 -3.16503
O -0.49990 -0.55786 -1.99054
H -1.70696 -0.37285 -4.58846
H -0.20562 -0.79961 -5.22533
H -0.38173 0.58919 -4.19234
```

=====

(4)
Below is a structure of composition C33H39FN8PReS, with properties calculated with ωB97M-V/def2-TZVPD.

Charge ... +3
Frontier orbital gap (alpha / beta) ... 5.4538 / 5.8889 eV
LUMO energy (alpha / beta) ... -10.70 / -10.24 eV
Spin multiplicity ... 2
Expectation value of S² ... 0.809

XYZ file:
```
84
C33H39FN8PReS, DFT ωB97M-V/def2-TZVPD
Re 0.62057 -0.00649 -0.20448
N 2.81698 1.57518 1.42262
P 1.21691 1.98489 1.02009
C 0.63093 2.80212 2.52175
C 1.47145 3.78037 3.06245
C 1.10032 4.43387 4.22285
C -0.11869 4.14291 4.82598
C -0.97500 3.21430 4.25632
C -0.60230 2.54167 3.10096
C 1.39146 3.37097 -0.14082
C 2.47845 3.43275 -1.01131
C 2.60125 4.51462 -1.87090
C 1.63802 5.51401 -1.87027
C 0.54590 5.44095 -1.01474
C 0.41143 4.36373 -0.15396
C 3.41688 0.41577 1.04175
C 4.74897 0.17002 1.39865
C 5.37692 -0.96740 0.95835
C 4.65905 -1.87226 0.16340
C 3.35677 -1.59442 -0.12686
N 2.70878 -0.47480 0.30063
H 3.36706 2.20679 1.98628
H 2.38967 4.06795 2.56114
H 1.75510 5.18121 4.65012
H -0.40632 4.66135 5.73071
H -1.93750 3.01693 4.70978
H -1.27125 1.83056 2.64146
H 3.23828 2.65904 -1.01109
H 3.44849 4.57355 -2.54069
H 1.74230 6.35661 -2.54077
H -0.19372 6.23025 -1.00215
H -0.43527 4.30499 0.51950
H 5.26629 0.89117 2.01715
H 6.40917 -1.16291 1.21613
H 5.11206 -2.78095 -0.20461
H 2.78429 -2.28338 -0.72548
C -4.21329 1.05443 -0.47482
N -3.64744 0.72957 -1.77020
C -4.51766 0.39047 -2.91169
C -3.53000 0.28877 -4.08765
N -2.23469 0.46458 -3.41580
C -2.38330 0.76050 -2.13845
S -1.11855 1.36868 -1.08639
H -4.98633 0.32777 -0.22861
H -4.66902 2.04600 -0.49387
H -3.43968 1.03836 0.28812
H -5.26058 1.17551 -3.04851
H -5.04257 -0.54199 -2.70237
H -3.67764 1.08339 -4.81789
H -3.57824 -0.66697 -4.60470
H -1.35160 0.42891 -3.89453
F -0.00570 -0.75720 6.66156
C -0.11596 -0.83878 5.35008
C 1.00782 -1.16679 4.59919
C 0.87602 -1.27694 3.23360
C -0.36107 -1.05977 2.60047
C -0.52265 -1.34030 1.17019
C -1.46256 -0.70172 3.39089
C -1.35140 -0.60190 4.76077
H 1.94351 -1.36216 5.10549
H 1.73372 -1.56141 2.63235
H -1.56254 -1.28838 0.84860
H -0.10107 -2.31799 0.92150
H -2.43208 -0.55317 2.92795
H -2.20006 -0.36289 5.38771
C -2.16060 -4.57363 -3.96879
C -1.03929 -5.34410 -3.27534
C -1.33769 -5.58869 -1.79911
C 0.33891 -4.66454 -3.46429
N 0.37158 -3.30605 -2.92803
C 0.66897 -2.90669 -1.69682
N 0.45299 -1.59725 -1.63449
N 0.02008 -1.22946 -2.86696
N -0.02824 -2.24081 -3.63203
H -3.08899 -5.13944 -3.90759
H -1.93084 -4.41551 -5.02326
H -2.33016 -3.59997 -3.50320
H -0.93503 -6.31251 -3.76898
H -1.48250 -4.65394 -1.24679
H -0.53966 -6.16517 -1.32622
H -2.25472 -6.16719 -1.69711
H 0.58936 -4.60439 -4.52142
H 1.10591 -5.24000 -2.94873
H 1.02084 -3.54511 -0.90377
```